a) # C3HNOS3

An isolated ion of composition C3HNOS3 and charge -2 (ωB97M-V with the def2-TZVPD basis set, the Open Molecules 2025 dataset).

charge	-2
LUMO energy	5.334	eV
orbital gap	4.57	eV
highest occupied orbital energy	0.764	eV
structure (SMILES)	[O-]NC(=S)C([S-])=C=S

```
9
Properties=species:S:1:pos:R:3:lowdin_charge:R:1
O 0.3909 -0.6677 1.7457 -0.265
N 0.2962 0.0037 0.6355 -0.214
C 1.1901 0.6244 -0.0549 -0.907
S 0.6793 1.4906 -1.4421 0.275
C 2.5654 0.4231 0.3109 -0.930
S 3.2871 1.2106 1.7025 0.264
C 3.3570 -0.3627 -0.3969 -0.798
S 4.3059 -1.0728 -1.4013 0.510
H -0.6373 0.0982 0.4654 0.065
```

***

b) # C3HNOS3

An isolated ion of composition C3HNOS3 and charge -2 (ωB97M-V with the def2-TZVPD basis set, the Open Molecules 2025 dataset).

charge	-2
LUMO energy (alpha / beta)	5.627 / 5.627	eV
orbital gap (alpha / beta)	5.02 / 5.02	eV
highest occupied orbital energy (alpha / beta)	0.611 / 0.612	eV
structure (SMILES)	[O-]NC(=S)C1=C([S-])S1

```
9
Properties=species:S:1:pos:R:3:lowdin_charge:R:1
O -0.7604 -1.4866 -0.5125 -0.284
N -0.2545 -0.3405 -0.1294 -0.254
C -0.6079 0.5921 0.7452 -0.842
S 0.4000 1.9820 0.7094 0.283
C -1.6754 0.5273 1.6686 -0.592
C -2.3504 0.0792 2.6989 -1.171
S -2.8163 -0.9780 3.8603 0.303
S -2.7847 1.8804 2.3213 0.482
H 0.6186 -0.0731 -0.6041 0.075
```

***

Top of the stability list: b), leading by 0.0021 hartree.

***

a) # C49H93NO11

A 12-piece molecular cluster, C49H93NO11 overall (ωB97M-V with the def2-TZVPD basis set, the Open Molecules 2025 dataset).

charge	0
LUMO energy	0.473	eV
orbital gap	9.56	eV
highest occupied orbital energy	-9.086	eV
structure (SMILES)	c1ccncc1.C1CCOC1.C1CCOC1.C1CCOC1.C1CCOC1.C1CCOC1.C1CCOC1.C1CCOC1.C1CCOC1.C1CCOC1.C1CCOC1.C1CCOC1

```
154
Properties=species:S:1:pos:R:3:lowdin_charge:R:1
C 0.5723 17.4686 29.1667 -0.087
C -0.6012 16.7294 29.2301 -0.047
C -0.4961 15.3816 28.9066 -0.142
N 0.6138 14.8157 28.4567 0.084
C 1.7170 15.5524 28.3681 -0.164
C 1.7531 16.8922 28.7314 -0.054
H 0.4849 18.5218 29.4132 0.091
H -1.5613 17.1855 29.4271 0.102
H -1.3889 14.7642 28.8736 0.089
H 2.5844 15.0312 27.9739 0.088
H 2.5682 17.5732 28.5128 0.088
C 5.8057 21.6912 28.2345 -0.138
C 4.2591 21.7780 28.2941 -0.154
C 3.8704 20.3424 28.0479 -0.229
O 4.8479 19.5363 28.6808 -0.156
C 6.0793 20.2558 28.7369 -0.187
H 6.2424 22.3858 28.9512 0.107
H 6.1542 21.9317 27.2330 0.107
H 3.8391 22.4749 27.5699 0.110
H 4.0019 22.1572 29.2858 0.109
H 3.9208 20.1121 26.9721 0.110
H 2.8624 20.0748 28.3730 0.107
H 6.8207 19.7890 28.0844 0.110
H 6.4066 20.2757 29.7747 0.097
C 4.0074 13.8833 32.0132 -0.148
C 2.9125 14.1243 30.9844 -0.165
C 2.1389 12.8112 31.0413 -0.217
O 2.1554 12.4268 32.4034 -0.153
C 3.4671 12.7479 32.9116 -0.154
H 4.2769 14.7956 32.5473 0.097
H 4.9254 13.5836 31.5064 0.088
H 3.3539 14.2445 29.9947 0.080
H 2.2617 14.9752 31.1838 0.112
H 2.6485 12.0325 30.4494 0.120
H 1.1576 12.9406 30.5815 0.097
H 4.0568 11.8411 32.7610 0.117
H 3.3598 13.0615 33.9448 0.117
C 6.2389 15.5019 29.3391 -0.148
C 6.9260 14.1460 29.4814 -0.175
C 7.7951 14.0031 28.2632 -0.205
O 8.2673 15.3288 28.0520 -0.137
C 7.2173 16.2442 28.3927 -0.167
H 6.2072 15.9807 30.3151 0.100
H 5.2385 15.4431 28.9111 0.092
H 6.2152 13.3370 29.6473 0.097
H 7.5738 14.2697 30.3537 0.120
H 7.2176 13.6405 27.3966 0.109
H 8.6316 13.3101 28.3471 0.121
H 6.7243 16.6568 27.5113 0.092
H 7.7236 17.0361 28.9483 0.118
C -4.6863 14.5653 25.9995 -0.146
C -4.3355 15.1499 24.6054 -0.143
C -3.7296 16.5364 24.8851 -0.191
O -3.8084 16.7270 26.2935 -0.154
C -3.9029 15.4598 26.9484 -0.195
H -4.3001 13.5438 26.0263 0.106
H -5.7597 14.5209 26.1531 0.106
H -5.2866 15.2821 24.0827 0.102
H -3.7598 14.4943 23.9549 0.098
H -4.3119 17.2890 24.3512 0.117
H -2.6853 16.6897 24.5977 0.090
H -4.4323 15.6893 27.8743 0.113
H -2.9238 15.0356 27.1896 0.100
C 0.1412 16.1619 25.0595 -0.167
C 0.0632 16.5222 23.5893 -0.180
C -0.3157 15.1584 23.0140 -0.181
O 0.4315 14.2080 23.8147 -0.123
C 1.0114 14.9341 24.8948 -0.224
H -0.8538 15.8312 25.3791 0.105
H 0.4658 16.9750 25.7054 0.109
H 1.0380 16.7993 23.1776 0.115
H -0.6232 17.3326 23.3394 0.105
H -0.0667 15.0660 21.9563 0.115
H -1.3881 14.9722 23.1345 0.100
H 2.0278 15.2831 24.6638 0.099
H 1.1222 14.3574 25.8159 0.102
C 5.7946 18.2132 25.2508 -0.149
C 6.3376 17.1295 24.3020 -0.141
C 5.0633 16.5092 23.7262 -0.204
O 4.1354 16.5815 24.7911 -0.165
C 4.3164 17.8134 25.4539 -0.199
H 5.8731 19.2149 24.8291 0.107
H 6.3512 18.2282 26.1879 0.076
H 6.8821 16.3743 24.8688 0.105
H 6.9665 17.5488 23.5183 0.110
H 5.1553 15.4848 23.3740 0.114
H 4.6611 17.1213 22.9028 0.124
H 3.9473 17.6855 26.4699 0.103
H 3.6991 18.5902 24.9730 0.113
C -1.2096 10.7566 31.8889 -0.142
C -1.7867 10.5108 30.4858 -0.153
C -1.7260 11.9074 29.8321 -0.230
O -1.9320 12.7778 30.9082 -0.168
C -1.3588 12.2890 32.1104 -0.176
H -0.1440 10.5109 31.8705 0.101
H -1.6557 10.1864 32.6993 0.103
H -2.8395 10.2374 30.5984 0.107
H -1.2829 9.7701 29.8696 0.106
H -2.4832 12.0653 29.0656 0.116
H -0.7384 12.0420 29.3624 0.107
H -2.0560 12.5258 32.9127 0.111
H -0.3872 12.7606 32.2688 0.096
C 4.6576 11.7583 25.3962 -0.160
C 3.4773 11.4785 26.3295 -0.147
C 3.7023 12.5071 27.4636 -0.216
O 4.4192 13.5634 26.8663 -0.173
C 4.7315 13.2716 25.4884 -0.182
H 4.4355 11.4963 24.3595 0.113
H 5.5514 11.2150 25.7037 0.112
H 3.4441 10.4343 26.6333 0.110
H 2.5545 11.7299 25.8014 0.111
H 4.2307 11.9974 28.2783 0.112
H 2.7432 12.8894 27.8230 0.095
H 5.6562 13.8058 25.2874 0.114
H 3.8948 13.6896 24.9170 0.109
C 3.4339 20.1008 32.4028 -0.155
C 2.8795 18.8886 31.6569 -0.160
C 3.9729 17.8314 31.8802 -0.198
O 5.1361 18.5129 32.3188 -0.115
C 4.9334 19.9080 32.2141 -0.210
H 3.2119 20.0352 33.4721 0.114
H 3.0379 21.0623 32.0762 0.110
H 2.7715 19.1355 30.5973 0.080
H 1.8972 18.6013 32.0291 0.111
H 4.1572 17.2454 30.9753 0.100
H 3.6173 17.1272 32.6400 0.111
H 5.2744 20.3226 31.2555 0.087
H 5.5089 20.4269 32.9835 0.123
C -0.9516 20.5903 27.2476 -0.142
C -0.0521 21.4298 26.3231 -0.145
C -0.0856 20.7097 24.9740 -0.187
O -0.7359 19.4530 25.1797 -0.157
C -1.6004 19.5718 26.3016 -0.198
H -1.7416 21.1560 27.7434 0.110
H -0.3762 20.0869 28.0215 0.079
H 0.9531 21.4519 26.7476 0.090
H -0.3497 22.4735 26.2228 0.107
H 0.9109 20.4563 24.6050 0.113
H -0.5910 21.2511 24.1686 0.115
H -1.6723 18.5852 26.7649 0.103
H -2.6143 19.8483 25.9917 0.121
C -4.7236 15.8743 31.2706 -0.164
C -5.5398 17.1570 31.4732 -0.166
C -5.1552 17.5291 32.8998 -0.226
O -4.9696 16.3156 33.6064 -0.140
C -4.8302 15.2342 32.6715 -0.186
H -3.6926 16.1233 31.0252 0.102
H -5.1574 15.1259 30.6104 0.105
H -6.6057 16.9564 31.3735 0.113
H -5.2191 17.9536 30.8025 0.107
H -5.9068 18.1296 33.4192 0.116
H -4.2456 18.1470 32.8948 0.115
H -5.7041 14.5767 32.6759 0.115
H -3.9464 14.6966 33.0136 0.111
```

***

b) # C49H93NO11

A 12-piece molecular cluster, C49H93NO11 overall (ωB97M-V with the def2-TZVPD basis set, the Open Molecules 2025 dataset).

charge	0
LUMO energy	0.382	eV
orbital gap	9.79	eV
highest occupied orbital energy	-9.405	eV
structure (SMILES)	c1ccncc1.C1CCOC1.C1CCOC1.C1CCOC1.C1CCOC1.C1CCOC1.C1CCOC1.C1CCOC1.C1CCOC1.C1CCOC1.C1CCOC1.C1CCOC1

```
154
Properties=species:S:1:pos:R:3:lowdin_charge:R:1
C 0.5392 -1.4817 0.0332 -0.066
C 1.2978 -0.6965 0.8836 -0.086
C 1.0926 0.6660 0.9614 -0.142
N 0.0947 1.2772 0.2406 0.080
C -0.6199 0.5306 -0.6624 -0.115
C -0.3665 -0.8655 -0.8159 -0.049
H 0.6477 -2.5561 0.0195 0.088
H 2.0906 -1.1491 1.4608 0.102
H 1.6992 1.2317 1.6531 0.094
H -1.3474 1.0354 -1.2807 0.083
H -1.0458 -1.4710 -1.3977 0.075
C 5.1371 4.6601 1.0703 -0.162
C 3.9105 4.6663 0.1446 -0.155
C 3.3294 3.3266 0.5020 -0.190
O 4.4056 2.5015 1.0933 -0.161
C 5.6139 3.1988 1.1860 -0.220
H 4.7755 5.0310 2.0294 0.113
H 5.9534 5.2956 0.7269 0.110
H 4.2032 4.5490 -0.8987 0.111
H 3.3375 5.5674 0.3634 0.114
H 2.9670 2.7515 -0.3501 0.090
H 2.4622 3.4379 1.1529 0.105
H 6.2014 2.8848 0.3233 0.111
H 6.2722 3.0820 2.0468 0.114
C -1.8995 0.6193 3.4831 -0.160
C -2.5984 -0.2874 4.4755 -0.162
C -1.8457 -0.0374 5.8329 -0.182
O -0.4896 0.1465 5.4396 -0.154
C -0.4663 0.5837 4.0663 -0.198
H -2.3094 1.6133 3.6622 0.109
H -2.0289 0.2694 2.4589 0.103
H -2.4619 -1.3233 4.1651 0.094
H -3.6474 -0.0106 4.5799 0.107
H -1.8723 -0.9257 6.4641 0.098
H -2.2488 0.7394 6.4825 0.113
H 0.0760 -0.2140 3.5587 0.093
H -0.0551 1.5923 4.0247 0.117
C 3.4260 -0.0411 5.9686 -0.228
C 3.3605 0.4626 4.5956 -0.168
C 4.2559 1.7411 4.6751 -0.169
O 4.4878 1.8880 6.0597 -0.136
C 3.5584 1.1518 6.8406 -0.190
H 4.2828 -0.7074 6.0687 0.124
H 2.5708 -0.6591 6.2420 0.108
H 2.3136 0.6637 4.3686 0.084
H 3.6222 -0.3163 3.8794 0.110
H 3.6804 2.5897 4.3052 0.109
H 5.1830 1.6988 4.1034 0.112
H 2.6084 1.6643 6.9923 0.124
H 3.9755 0.8708 7.8077 0.126
C 1.9133 -5.4178 0.2946 -0.188
C 0.8753 -5.8710 1.3245 -0.161
C 0.1198 -7.0108 0.5481 -0.166
O 0.2912 -6.7063 -0.8564 -0.146
C 1.2030 -5.5730 -1.0096 -0.191
H 2.7626 -6.0865 0.4348 0.118
H 2.2163 -4.3710 0.3171 0.102
H 0.1753 -5.0688 1.5578 0.086
H 1.3398 -6.1499 2.2704 0.105
H -0.9411 -6.9724 0.7952 0.112
H 0.5881 -7.9594 0.8108 0.112
H 0.6117 -4.6766 -1.1970 0.095
H 1.8945 -5.7428 -1.8349 0.126
C 1.2588 -3.1500 4.3906 -0.154
C -0.2434 -3.5317 4.2390 -0.160
C -0.6987 -3.8713 5.6493 -0.189
O 0.4510 -4.5963 6.0847 -0.148
C 1.6919 -4.1305 5.4528 -0.167
H 1.2833 -2.1283 4.7696 0.086
H 1.7916 -3.1978 3.4409 0.104
H -0.3714 -4.4566 3.6767 0.094
H -0.8506 -2.7514 3.7800 0.089
H -1.6179 -4.4098 5.8802 0.127
H -0.7426 -2.9506 6.2311 0.100
H 2.1794 -4.9784 4.9717 0.111
H 2.4185 -3.6662 6.1196 0.112
C -5.2034 0.2264 1.5112 -0.181
C -4.5303 1.3805 0.8695 -0.192
C -5.5205 1.8711 -0.1969 -0.202
O -6.0217 0.6365 -0.6865 -0.165
C -6.1956 -0.2942 0.4623 -0.127
H -5.7806 0.6651 2.3251 0.112
H -4.5973 -0.5753 1.9332 0.106
H -3.6595 1.0206 0.3217 0.095
H -4.1933 2.1504 1.5637 0.107
H -5.0535 2.4405 -1.0005 0.107
H -6.2011 2.6176 0.2125 0.121
H -6.0780 -1.3314 0.1485 0.111
H -7.2321 -0.2390 0.7952 0.110
C -1.0816 -3.9395 -5.0707 -0.159
C -0.1684 -3.4948 -6.1751 -0.169
C 1.0985 -3.0654 -5.4637 -0.186
O 0.8658 -3.2624 -4.0501 -0.156
C -0.5455 -3.1459 -3.8660 -0.215
H -1.0667 -5.0217 -4.9414 0.118
H -2.1273 -3.7281 -5.2941 0.101
H -0.6363 -2.6587 -6.6949 0.112
H 0.0976 -4.2804 -6.8823 0.113
H 1.4549 -2.0508 -5.6415 0.103
H 1.9659 -3.6707 -5.7270 0.120
H -0.7892 -2.0857 -3.7973 0.093
H -0.9256 -3.5799 -2.9412 0.109
C -3.8301 0.0620 -3.0440 -0.172
C -3.4777 -1.3396 -3.4678 -0.169
C -4.8790 -1.8855 -3.7096 -0.245
O -5.6771 -0.8639 -4.2139 -0.117
C -5.0701 0.4208 -3.8686 -0.144
H -3.0888 0.7744 -3.4061 0.088
H -3.9746 0.1318 -1.9659 0.096
H -2.9346 -1.8777 -2.6910 0.098
H -3.0551 -1.4522 -4.4663 0.110
H -5.2521 -2.2375 -2.7479 0.113
H -4.9111 -2.7252 -4.4038 0.119
H -5.7651 0.9791 -3.2414 0.106
H -4.8140 0.9543 -4.7840 0.114
C 2.6926 0.5670 -2.4025 -0.171
C 4.0381 1.2241 -2.4501 -0.173
C 4.9409 0.2074 -3.1585 -0.187
O 4.0373 -0.6692 -3.8026 -0.124
C 2.7206 -0.1593 -3.7333 -0.205
H 1.9098 1.3253 -2.4209 0.095
H 2.5088 -0.0899 -1.5523 0.106
H 4.4484 1.5636 -1.4990 0.096
H 4.0495 2.1289 -3.0578 0.112
H 5.4573 -0.4126 -2.4256 0.117
H 5.6645 0.6394 -3.8497 0.117
H 1.9512 -0.9297 -3.6815 0.109
H 2.5703 0.5864 -4.5139 0.109
C -0.8377 4.9172 0.4818 -0.187
C -1.4353 5.2621 -0.8337 -0.187
C -2.7955 4.6333 -0.7478 -0.228
O -3.1426 4.4743 0.6030 -0.131
C -2.0472 4.9675 1.4002 -0.173
H -0.0362 5.5940 0.7778 0.115
H -0.3989 3.9281 0.3512 0.089
H -0.8708 4.8692 -1.6793 0.099
H -1.4928 6.3434 -0.9589 0.117
H -2.7374 3.6277 -1.1642 0.106
H -3.5449 5.2000 -1.3004 0.123
H -1.7940 4.3262 2.2444 0.111
H -2.2306 5.9755 1.7722 0.119
C -0.1222 1.8883 -4.6686 -0.182
C 0.3386 3.2865 -4.3364 -0.155
C 0.2977 3.9070 -5.7421 -0.159
O -0.9648 3.3738 -6.2368 -0.143
C -1.1802 2.0848 -5.7304 -0.222
H -0.4310 1.2704 -3.8255 0.100
H 0.6996 1.4105 -5.2018 0.097
H 1.2448 3.4193 -3.7453 0.108
H -0.3935 3.8566 -3.7645 0.098
H 1.0496 3.6234 -6.4786 0.117
H 0.2612 4.9960 -5.7694 0.117
H -1.1267 1.3689 -6.5507 0.121
H -2.1726 2.0682 -5.2799 0.106
```

***

Top of the stability list: a), leading by 0.0823 hartree.